58
Properties=species:S:1:pos:R:3:forces:R:3 method="wB97M-V/def2-TZVPD" largest_force_ev_per_a=2.044 spin_multiplicity=1 de_lowest_kj_mol=41.1 orbital_gap_ev=5.7502 e_tot_ha=-1666.18451 homo_energy_ev=-7.2
Rb -0.8361 3.7113 2.7727 -0.573 -0.766 -0.237
C -1.7025 0.6546 0.9612 0.266 -0.580 0.280
O -2.2278 1.4024 1.9598 0.454 1.206 0.299
H -2.4350 0.0311 0.4037 -0.094 0.171 -0.011
H -1.1255 1.2020 0.1704 -0.067 0.078 -0.022
H -0.9673 -0.0936 1.3558 0.058 -0.053 -0.261
C 0.8455 -1.3543 3.5873 -0.019 -0.068 -0.086
C 0.3787 -2.7322 3.9880 -0.333 -0.309 -0.349
C -1.1510 -2.9420 3.8068 0.578 1.289 -0.507
O -1.2542 -3.9428 2.8011 -0.322 -0.163 0.672
C -0.0353 -4.3735 2.4335 -0.341 1.109 0.958
O 0.1577 -5.2157 1.6482 0.371 -1.434 -1.409
O 0.9342 -3.6894 3.0683 0.216 0.177 0.416
H 0.4708 -0.6179 4.3004 0.131 0.070 -0.016
H 0.4581 -1.1065 2.5984 -0.106 0.016 0.008
H 1.9333 -1.3273 3.5198 -0.011 0.027 0.282
H 0.7169 -3.0009 4.9886 0.020 -0.021 -0.003
H -1.5724 -2.0253 3.3796 -0.150 -0.104 0.163
H -1.6692 -3.1529 4.7380 -0.087 -0.584 -0.143
C -1.6232 -1.0836 -2.7786 -0.145 0.446 0.115
C -1.7793 -2.4783 -2.2428 1.221 0.005 -0.051
C -1.4527 -2.6530 -0.7539 0.364 0.012 0.076
O -2.6578 -3.1681 -0.2022 0.141 -0.031 0.173
C -3.5462 -3.4253 -1.1769 -0.093 0.185 0.083
O -4.5904 -3.9592 -1.0014 -0.224 -0.068 -0.106
O -3.1043 -2.9634 -2.3717 -0.158 -0.183 0.100
H -2.1659 -0.3550 -2.1693 -0.160 -0.076 -0.098
H -1.9651 -1.0535 -3.8127 -0.038 0.136 0.010
H -0.5711 -0.7914 -2.7518 0.060 -0.148 -0.032
H -1.0938 -3.1119 -2.8134 -0.337 -0.217 -0.110
H -1.1546 -1.7343 -0.2465 -0.373 0.138 -0.065
H -0.6395 -3.3623 -0.5905 -0.169 -0.201 -0.039
C -2.0916 3.7450 -2.9843 -0.538 0.353 -0.336
C -0.8727 3.9414 -2.1265 0.450 0.231 -0.637
C 0.1112 2.7700 -2.1215 0.085 0.075 0.488
O 1.3863 3.3709 -2.4043 -0.276 -0.158 -0.108
C 1.2085 4.6416 -2.8539 -0.235 -0.502 0.256
O 2.0726 5.3151 -3.3018 0.190 0.253 -0.040
O -0.0748 5.0160 -2.6977 -0.232 -0.027 0.152
H -1.8542 3.8011 -4.0489 0.334 -0.225 0.097
H -2.8059 4.5575 -2.8317 -0.039 -0.156 0.198
H -2.5823 2.7903 -2.7965 0.004 0.025 0.177
H -1.1442 4.2477 -1.1144 0.009 -0.035 -0.007
H -0.1331 1.9862 -2.8393 0.149 0.183 -0.213
H 0.1510 2.3115 -1.1380 0.140 -0.160 0.018
C 2.5678 1.1994 1.7623 -0.208 0.313 0.588
C 3.0170 1.2553 0.3356 0.010 0.100 -0.559
C 4.4351 0.7453 0.0086 -0.575 -0.150 1.102
O 4.2618 -0.0284 -1.1617 0.239 0.230 -0.345
C 2.9519 -0.1596 -1.4419 -0.081 0.227 0.639
O 2.5108 -0.6824 -2.3993 -0.306 -0.519 -0.707
O 2.1967 0.3784 -0.4504 0.107 0.153 -0.117
H 3.0609 1.9754 2.3557 0.135 -0.065 -0.083
H 2.7755 0.2375 2.2275 -0.016 -0.033 -0.108
H 1.4854 1.3912 1.8348 0.242 -0.212 -0.166
H 2.8809 2.2626 -0.0662 -0.020 0.060 -0.042
H 4.7628 0.0965 0.8250 0.238 -0.042 -0.124
H 5.1475 1.5469 -0.1409 0.118 0.025 -0.211